1.
The following is a quantum chemistry calculation of a molecular structure, C20H21AsP2ReS4Se2, from the Open Molecules 2025 dataset.

Properties
multiplicity = 1
frontier orbital gap = 0.2086 Ha
net charge = +3

XYZ file:
```
51
Properties=species:S:1:pos:R:3:nbo_charge:R:1
Re -0.45 -0.97 1.59 -0.116
Se 0.49 1.25 1.30 0.078
P -1.18 1.84 -0.09 1.157
Se -2.05 -0.25 0.00 0.173
C -0.69 2.20 -1.73 -0.447
C -0.53 1.20 -2.70 -0.201
C -0.17 1.55 -3.99 -0.184
C 0.02 2.89 -4.31 -0.112
C -0.13 3.89 -3.35 -0.187
C -0.50 3.55 -2.05 -0.156
C -2.14 3.11 0.59 -0.444
C -1.69 3.82 1.72 -0.182
C -2.43 4.91 2.16 -0.191
C -3.60 5.26 1.50 -0.112
C -4.05 4.55 0.39 -0.181
C -3.32 3.47 -0.08 -0.183
H -0.70 0.15 -2.46 0.213
H -0.07 0.79 -4.75 0.248
H 0.29 3.17 -5.32 0.256
H 0.02 4.93 -3.61 0.258
H -0.63 4.33 -1.31 0.241
H -0.79 3.54 2.24 0.225
H -2.09 5.48 3.01 0.255
H -4.17 6.11 1.85 0.256
H -4.96 4.84 -0.11 0.258
H -3.67 2.92 -0.95 0.237
S -1.24 -3.20 1.01 -0.323
As -0.74 -4.74 2.37 0.926
S 0.49 -1.77 3.76 0.228
S -1.32 -0.84 3.69 0.232
S 0.12 -3.76 4.17 -0.112
C 3.21 -1.26 1.75 -0.972
P 1.81 -1.65 0.69 1.198
C 2.16 -0.82 -0.87 -0.967
C 1.84 -3.41 0.36 -0.358
C 2.14 -4.29 1.38 -0.233
C 1.86 -5.66 1.22 -0.211
C 1.36 -6.14 -0.01 -0.152
C 1.13 -5.26 -1.04 -0.169
C 1.33 -3.89 -0.84 -0.169
H 3.09 -1.61 2.78 0.261
H 3.34 -0.17 1.77 0.280
H 4.11 -1.71 1.32 0.292
H 3.06 -1.28 -1.29 0.286
H 2.35 0.23 -0.68 0.278
H 1.35 -0.92 -1.59 0.262
H 2.58 -3.96 2.31 0.237
H 2.12 -6.36 2.01 0.265
H 1.18 -7.20 -0.14 0.266
H 0.77 -5.63 -2.00 0.262
H 1.09 -3.21 -1.65 0.233
```



2.
The following is a quantum chemistry calculation of a molecular structure, C21H36Cl3CrN2O4Si, from the Open Molecules 2025 dataset.

Properties
multiplicity = 5
frontier orbital gap (spin up / spin down) = 0.2340 / 0.2328 Ha
net charge = -1

XYZ file:
```
68
Properties=species:S:1:pos:R:3:lowdin_spin:R:1
C -1.19 -1.88 -5.44 0.000
C -0.83 -2.32 -4.05 0.000
H -1.06 -2.70 -6.15 0.000
H -0.51 -1.09 -5.77 0.000
H -2.21 -1.50 -5.53 0.000
C -0.32 -3.57 -3.87 0.000
C 0.01 -4.51 -4.98 0.000
H -0.19 -3.99 -2.88 0.000
H 0.69 -4.08 -5.72 0.000
H -0.89 -4.85 -5.51 0.000
H 0.49 -5.40 -4.57 0.000
Cr -2.66 1.41 1.51 3.406
Cl -3.21 1.17 3.54 0.147
Cl 1.07 1.62 -1.53 0.000
H 1.44 3.46 2.05 0.000
H -0.35 5.96 2.99 0.001
C 1.12 4.07 1.19 0.002
C -0.41 5.93 1.89 0.002
N -0.25 4.57 1.39 0.014
H 1.17 3.46 0.28 0.000
C -1.25 3.73 1.42 0.028
O -1.15 2.56 0.92 0.068
H -1.40 6.30 1.60 0.000
H -2.17 4.07 1.93 0.004
H 1.76 4.94 1.11 0.000
H 0.36 6.58 1.46 0.000
H 1.93 -0.88 -2.53 0.000
H 3.36 -3.88 -1.63 0.000
C 2.99 -1.09 -2.35 0.000
C 3.95 -3.07 -1.17 0.000
N 3.17 -1.84 -1.11 0.000
H 3.51 -0.13 -2.30 0.000
C 2.93 -1.24 0.11 0.000
O 2.51 -0.10 0.24 0.000
H 4.23 -3.37 -0.16 0.000
H 3.17 -1.93 0.95 0.000
H 3.40 -1.70 -3.16 0.000
H 4.86 -2.92 -1.77 0.000
O -0.39 -0.02 -3.13 0.000
C -1.16 -1.30 -2.95 0.000
C 0.06 -2.54 -1.02 0.000
C -1.10 -1.96 -1.54 0.000
H 0.97 -2.42 -1.61 0.000
C 0.05 -3.31 0.15 0.000
H -2.23 -1.08 -3.08 0.000
C -2.30 -2.23 -0.83 0.001
H 0.96 -3.79 0.50 0.000
C -1.13 -3.43 0.90 0.000
C -2.28 -2.82 0.42 0.000
H -3.25 -1.96 -1.30 0.001
H -1.14 -3.99 1.85 0.000
H -3.17 -2.80 1.05 0.000
Si -0.19 1.63 -3.30 0.000
Cl -3.91 0.74 -0.03 0.159
C 0.91 3.08 -4.11 0.000
C -1.51 2.85 -2.49 0.000
C -0.78 1.28 -5.20 0.000
H 1.51 3.61 -3.35 0.000
H 0.28 3.82 -4.62 0.000
H 1.58 2.62 -4.84 0.000
H -0.15 0.41 -5.48 0.000
H -0.58 2.10 -5.89 0.000
H -1.85 0.97 -5.26 0.000
H -2.26 2.43 -1.79 0.000
H -2.09 3.38 -3.26 0.000
H -1.02 3.65 -1.91 0.000
O -0.50 -0.72 1.83 0.076
C -1.38 0.02 1.71 0.089
```



3.
The following is a quantum chemistry calculation of a molecular structure, CH4N2O2, from the Open Molecules 2025 dataset.

Properties
multiplicity = 1
frontier orbital gap (spin up / spin down) = 0.3095 / 0.3094 Ha
energy above the lowest of the compared OMol25 structures with the same formula, charge and spin = 110.8 kcal/mol

XYZ file:
```
9
Properties=species:S:1:pos:R:3:nbo_charge:R:1
C 1.05 -0.45 0.06 -0.481
N -1.47 -0.84 0.55 0.282
N -0.04 0.34 0.52 -0.118
O -0.43 1.27 -0.44 -0.580
O -2.31 -0.49 -0.21 -0.215
H 0.84 -1.53 0.07 0.216
H 1.97 -0.07 0.47 0.212
H 1.14 -0.32 -0.99 0.201
H -0.75 2.08 -0.03 0.483
```



4.
The following is a quantum chemistry calculation of 14 unconnected molecules or ions with the total composition C5H36NO14, from the Open Molecules 2025 dataset.

Properties
multiplicity = 1
frontier orbital gap = 0.3664 Ha
energy above the lowest of the compared OMol25 structures with the same formula, charge and spin = 84.3 kcal/mol
net charge = +1

XYZ file:
```
56
Properties=species:S:1:pos:R:3:nbo_charge:R:1
O 1.58 0.15 -2.38 -0.627
C 0.98 -0.89 -2.29 0.504
C 0.67 -1.58 -0.98 -0.534
C -0.76 -1.89 -0.60 -0.419
C -1.61 -0.62 -0.43 -0.231
C -2.15 0.78 1.48 0.189
N -1.38 -0.07 0.92 -0.431
H 0.55 -1.49 -3.10 0.164
H 1.23 -2.51 -1.11 0.292
H 1.23 -1.16 -0.14 0.196
H -1.21 -2.46 -1.41 0.254
H -0.89 -2.52 0.28 0.227
H -1.28 0.16 -1.11 0.231
H -2.66 -0.81 -0.61 0.236
H -1.91 1.40 2.32 0.246
H -3.16 0.87 1.13 0.202
H -0.49 -0.25 1.38 0.447
H -1.47 -0.14 -3.71 0.489
H -1.08 -1.19 -4.74 0.477
O -1.52 -1.10 -3.89 -0.979
H 3.31 0.54 0.13 0.503
H 4.52 0.45 1.19 0.495
O 3.66 0.12 0.93 -1.001
H -1.51 2.93 0.26 0.504
H -2.83 3.70 0.18 0.498
O -2.46 2.82 0.06 -0.970
H 2.52 1.35 -1.71 0.497
H 3.80 2.16 -1.22 0.481
O 2.84 2.15 -1.24 -0.993
H 1.78 0.98 4.13 0.475
H 2.57 0.80 2.78 0.492
O 2.40 1.39 3.53 -0.967
H 0.69 -4.45 0.89 0.474
H 2.16 -4.02 1.03 0.498
O 1.40 -3.99 0.42 -0.966
H 3.73 -2.01 2.45 0.491
H 2.61 -1.70 1.44 0.495
O 2.83 -2.25 2.20 -0.984
H -4.61 1.02 -1.19 0.469
H -3.56 2.07 -1.45 0.488
O -4.09 1.40 -1.91 -0.960
H -1.05 -0.98 3.77 0.507
H -2.46 -0.53 4.32 0.489
O -1.75 -0.30 3.71 -0.995
H 1.14 2.13 0.10 0.509
H 1.36 2.31 1.66 0.503
O 0.93 1.78 0.98 -1.015
H -1.87 2.06 -3.63 0.480
H -3.02 1.07 -3.82 0.498
O -2.23 1.43 -4.26 -0.950
H 0.58 -2.18 4.26 0.491
H 0.76 -2.69 2.83 0.513
O 0.22 -2.10 3.37 -0.983
H 0.05 3.41 -2.36 0.494
H 0.82 1.97 -2.63 0.509
O 0.11 2.46 -2.22 -1.001
```



5.
The following is a quantum chemistry calculation of a gas-phase ion, C13H13BrN3O6 (charge -1), from the Open Molecules 2025 dataset.

Properties
multiplicity = 1
frontier orbital gap = 0.2263 Ha
net charge = -1

XYZ file:
```
36
Properties=species:S:1:pos:R:3:nbo_charge:R:1
C -4.38 -0.60 -1.02 -0.627
C -3.24 -1.53 -0.70 -0.067
O -2.08 -0.69 -0.46 -0.528
C -1.04 -1.43 -0.02 0.904
O -1.11 -2.64 0.14 -0.660
N 0.07 -0.63 0.21 -0.437
C 1.21 -1.07 0.86 0.142
C 1.51 -2.38 1.13 -0.257
C 2.73 -2.66 1.75 -0.247
C 3.60 -1.60 2.08 -0.247
C 3.27 -0.26 1.82 -0.131
Br 4.52 1.10 2.20 0.065
C 2.03 0.03 1.22 0.019
C 1.30 1.20 0.85 -0.143
N 1.31 2.42 1.52 0.484
O 2.04 2.61 2.51 -0.508
O 0.57 3.33 1.05 -0.565
C 0.07 0.84 0.06 -0.050
C 0.05 1.21 -1.41 -0.100
C -1.01 2.19 -1.77 -0.640
N 1.45 1.81 -1.80 0.534
O 2.43 1.05 -1.67 -0.382
O 1.49 2.95 -2.27 -0.379
H -5.24 -1.19 -1.34 0.207
H -4.68 -0.02 -0.14 0.214
H -4.12 0.10 -1.83 0.214
H -3.44 -2.10 0.22 0.197
H -3.02 -2.23 -1.51 0.187
H 0.79 -3.14 0.87 0.246
H 3.01 -3.69 1.95 0.201
H 4.55 -1.81 2.56 0.211
H -0.82 1.26 0.54 0.228
H 0.01 0.29 -2.01 0.224
H -2.00 1.71 -1.77 0.213
H -1.01 3.01 -1.04 0.252
H -0.84 2.57 -2.79 0.224
```



6.
The following is a quantum chemistry calculation of a molecular structure, C6H10N, from the Open Molecules 2025 dataset.

Properties
multiplicity = 3
frontier orbital gap (spin up / spin down) = 0.2546 / 0.2902 Ha
energy above the lowest of the compared OMol25 structures with the same formula, charge and spin = 81.4 kcal/mol
net charge = +1

XYZ file:
```
17
Properties=species:S:1:pos:R:3:lowdin_spin:R:1
C -3.06 -0.01 -0.04 0.684
C -2.14 0.92 -0.34 0.530
C -2.01 -0.96 0.39 0.081
C 0.30 0.23 -0.16 0.432
C 1.71 -0.57 -0.08 0.042
C 2.79 0.46 -0.02 0.003
N -1.00 0.07 -0.02 0.134
H -4.16 -0.05 -0.02 0.027
H -1.98 1.99 -0.35 0.016
H -1.97 -1.16 1.45 0.005
H -1.92 -1.87 -0.14 0.010
H 1.93 -1.36 0.69 0.006
H 0.49 1.31 -0.43 0.012
H 1.71 -1.02 -1.06 0.018
H 3.33 0.63 -0.94 0.000
H 3.52 -0.04 0.64 0.000
H 2.47 1.45 0.43 0.000
```



7.
The following is a quantum chemistry calculation of a molecular structure, H22HeO11, from the Open Molecules 2025 dataset.

Properties
multiplicity = 1
frontier orbital gap = 0.3850 Ha
energy above the lowest of the compared OMol25 structures with the same formula, charge and spin = 25.0 kcal/mol

XYZ file:
```
34
Properties=species:S:1:pos:R:3:nbo_charge:R:1
He -6.22 8.66 13.18 0.003
O -4.75 6.54 13.29 -0.981
H -5.22 7.29 13.67 0.480
H -4.05 6.93 12.78 0.481
O -5.70 11.52 11.97 -0.949
H -6.28 12.16 12.40 0.473
H -5.19 11.14 12.69 0.483
O -8.84 10.81 14.63 -0.946
H -8.68 11.55 14.05 0.464
H -9.78 10.62 14.52 0.483
O -8.74 6.72 15.28 -0.970
H -8.22 7.31 15.84 0.473
H -9.08 7.29 14.59 0.489
O -3.41 10.20 13.78 -0.966
H -3.13 11.01 13.36 0.478
H -2.64 9.63 13.76 0.492
O -5.88 9.51 15.64 -0.953
H -5.04 9.80 15.28 0.476
H -6.51 10.18 15.36 0.474
O -7.65 10.49 10.03 -0.983
H -7.02 10.87 10.66 0.478
H -7.54 9.54 10.14 0.480
O -2.96 7.53 11.37 -0.943
H -3.27 6.84 10.78 0.481
H -3.38 8.33 11.03 0.481
O -7.23 5.06 12.50 -0.973
H -7.69 4.83 13.31 0.485
H -6.31 4.85 12.67 0.489
O -9.41 7.77 12.66 -0.965
H -8.85 7.01 12.50 0.487
H -9.09 8.45 12.07 0.485
O -7.36 7.71 10.15 -0.960
H -6.86 7.03 10.60 0.495
H -7.11 7.63 9.23 0.479
```



8.
The following is a quantum chemistry calculation of 13 unconnected molecules or ions with the total composition C26H78O26, from the Open Molecules 2025 dataset.

Properties
multiplicity = 1
frontier orbital gap = 0.3556 Ha
energy above the lowest of the compared OMol25 structures with the same formula, charge and spin = 144.9 kcal/mol

XYZ file:
```
130
Properties=species:S:1:pos:R:3:mulliken_charge:R:1
C -3.95 -1.28 3.84 -0.325
C -3.23 -2.61 4.06 -0.597
O -1.92 -2.43 4.41 -0.414
O -3.60 -0.52 2.64 -0.407
H -3.69 -0.60 4.64 0.230
H -5.02 -1.52 3.86 0.348
H -3.40 -3.33 3.25 0.322
H -3.65 -3.16 4.90 0.358
H -1.50 -2.02 3.64 0.263
H -2.70 -0.63 2.33 0.214
C 0.25 0.12 7.16 -0.119
C 0.80 0.89 8.37 -0.644
O 2.16 0.64 8.47 -0.503
O 0.36 -1.25 7.53 -0.559
H 0.88 0.24 6.27 0.222
H -0.78 0.46 7.03 0.300
H 0.27 0.47 9.22 0.328
H 0.55 1.95 8.25 0.392
H 2.32 -0.29 8.62 0.314
H -0.15 -1.65 6.82 0.262
C -6.23 1.75 -0.90 -0.595
C -6.79 2.39 0.36 -0.312
O -5.68 2.73 1.13 -0.448
O -5.87 0.42 -0.78 -0.424
H -5.40 2.30 -1.35 0.320
H -6.89 1.97 -1.74 0.407
H -7.55 1.72 0.78 0.212
H -7.34 3.27 0.04 0.339
H -5.18 1.92 1.26 0.262
H -5.09 0.43 -0.22 0.245
C 4.41 3.47 5.44 -0.208
C 4.88 2.06 5.18 -0.371
O 5.47 1.42 6.36 -0.532
O 5.51 4.42 5.50 -0.533
H 3.89 3.62 6.39 0.249
H 3.73 3.76 4.64 0.222
H 5.47 2.17 4.27 0.319
H 4.03 1.45 4.87 0.244
H 4.87 1.49 7.11 0.304
H 5.11 5.26 5.27 0.303
C 2.67 -5.45 3.65 -0.386
C 1.42 -6.08 3.08 -0.277
O 0.55 -6.26 4.19 -0.516
O 2.39 -4.09 3.90 -0.454
H 3.40 -5.58 2.85 0.270
H 3.06 -5.93 4.54 0.280
H 1.69 -7.03 2.63 0.350
H 0.98 -5.44 2.31 0.172
H 0.26 -5.38 4.44 0.290
H 2.29 -4.08 4.86 0.281
C -3.38 2.32 -5.25 -0.273
C -4.60 2.13 -6.16 -0.525
O -4.46 1.61 -7.47 -0.500
O -2.80 1.08 -5.06 -0.446
H -3.52 2.71 -4.24 0.325
H -2.71 3.02 -5.75 0.204
H -5.13 3.09 -6.15 0.374
H -5.30 1.55 -5.56 0.286
H -4.19 0.69 -7.39 0.320
H -2.63 0.78 -5.96 0.227
C 5.37 -4.72 -3.84 -0.636
C 4.87 -3.48 -4.58 -0.003
O 5.99 -2.61 -4.72 -0.526
O 6.34 -5.46 -4.60 -0.516
H 4.64 -5.49 -3.58 0.335
H 5.82 -4.45 -2.89 0.339
H 4.07 -2.95 -4.08 0.221
H 4.45 -3.79 -5.54 0.173
H 6.83 -3.04 -4.89 0.306
H 7.12 -5.56 -4.06 0.313
C 0.14 -2.46 -6.81 -0.236
C 1.00 -1.53 -7.68 -0.413
O 0.19 -0.44 -8.14 -0.489
O -0.90 -3.05 -7.56 -0.542
H -0.32 -1.93 -5.97 0.218
H 0.75 -3.25 -6.38 0.279
H 1.32 -2.10 -8.55 0.334
H 1.83 -1.03 -7.18 0.243
H 0.04 -0.64 -9.07 0.296
H -0.55 -3.66 -8.20 0.313
C 0.46 -1.70 0.10 -0.493
C 0.25 -0.70 -1.10 -0.358
O -1.06 -0.15 -0.96 -0.426
O 0.71 -0.99 1.33 -0.431
H 1.32 -2.36 -0.01 0.433
H -0.39 -2.37 0.26 0.224
H 0.38 -1.19 -2.06 0.358
H 1.03 0.07 -1.10 0.206
H -1.34 -0.04 -1.87 0.235
H 1.43 -1.42 1.79 0.247
C 5.35 3.20 -1.86 -0.358
C 4.96 2.04 -2.79 -0.152
O 5.19 0.77 -2.08 -0.520
O 5.18 4.44 -2.64 -0.523
H 6.39 3.31 -1.56 0.285
H 4.69 3.15 -0.99 0.224
H 5.46 2.01 -3.75 0.309
H 3.92 2.12 -3.12 0.147
H 5.41 0.13 -2.76 0.286
H 4.23 4.57 -2.68 0.292
C -5.80 -4.54 -1.91 -0.690
C -4.25 -4.43 -2.03 0.055
O -3.63 -5.63 -1.61 -0.532
O -6.21 -4.02 -0.64 -0.483
H -6.12 -5.58 -1.95 0.338
H -6.27 -3.94 -2.69 0.315
H -3.83 -3.54 -1.55 0.151
H -4.03 -4.18 -3.07 0.267
H -4.16 -5.99 -0.90 0.289
H -6.14 -3.07 -0.75 0.293
C 0.16 5.82 -1.27 -0.477
C 0.38 4.90 -2.46 -0.147
O 1.49 5.24 -3.31 -0.559
O -0.22 7.14 -1.62 -0.534
H 1.10 5.84 -0.70 0.292
H -0.58 5.32 -0.65 0.300
H -0.50 4.99 -3.10 0.250
H 0.61 3.87 -2.17 0.264
H 1.41 4.81 -4.17 0.295
H 0.60 7.55 -1.91 0.324
C -0.81 3.38 3.52 -0.140
C -0.71 4.82 4.04 -0.608
O -0.45 5.08 5.36 -0.501
O 0.47 2.90 3.18 -0.466
H -1.37 3.37 2.58 0.272
H -1.34 2.76 4.24 0.262
H -1.68 5.23 3.76 0.312
H -0.02 5.41 3.44 0.311
H -0.31 6.03 5.40 0.328
H 0.31 2.07 2.72 0.234
```